(1)
Computed, not measured: a structure of composition C30H27GaN3O4Te, with ωB97M-V/def2-TZVPD.

Each line ends with the natural charge from an NBO analysis.
Geometry (Å):
1 Ga -0.094 0.229 -0.076  2.009
2 N 1.768 0.248 1.006  -0.697
3 N 2.340 1.454 0.592  -0.521
4 C 1.545 2.404 -0.052  0.873
5 O 1.957 3.491 -0.310  -0.552
6 O 0.306 1.966 -0.289  -0.860
7 H 1.711 0.172 2.022  0.411
8 H 2.280 -0.560 0.656  0.410
9 H 3.264 1.718 0.897  0.419
10 C -5.298 -4.173 1.328  -0.631
11 C -4.380 -3.057 0.909  -0.046
12 C -4.873 -1.864 0.382  -0.129
13 C -4.059 -0.793 0.032  -0.210
14 C -4.628 0.398 -0.694  0.567
15 O -4.023 0.859 -1.634  -0.509
16 C -5.957 0.928 -0.279  -0.204
17 C -6.414 0.835 1.033  -0.126
18 C -7.634 1.391 1.385  -0.235
19 C -8.404 2.033 0.426  -0.175
20 C -7.949 2.134 -0.884  -0.209
21 C -6.725 1.591 -1.233  -0.144
22 C -2.677 -0.905 0.203  0.441
23 O -1.893 0.175 0.020  -0.883
24 C -2.164 -2.141 0.649  -0.276
25 C -3.005 -3.181 1.030  -0.103
26 C -0.706 -2.131 0.774  0.435
27 N 0.043 -1.812 -0.263  -0.703
28 C -0.461 -2.046 -1.645  -0.289
29 C -0.784 -3.503 -1.973  -0.647
30 Te 0.691 -4.959 -1.375  0.492
31 C -0.562 -5.831 0.088  -0.285
32 C -1.759 -6.425 -0.305  -0.244
33 C -2.597 -6.998 0.641  -0.207
34 C -2.242 -6.990 1.984  -0.205
35 C -1.040 -6.418 2.376  -0.230
36 C -0.199 -5.841 1.431  -0.188
37 C -0.064 -2.189 2.084  -0.115
38 C -0.806 -1.999 3.253  -0.149
39 C -0.180 -2.057 4.487  -0.211
40 C 1.182 -2.318 4.563  -0.145
41 C 1.927 -2.529 3.404  -0.217
42 C 1.308 -2.470 2.170  -0.209
43 H -6.331 -3.955 1.061  0.227
44 H -5.256 -4.319 2.409  0.227
45 H -5.014 -5.115 0.859  0.227
46 H -5.939 -1.774 0.205  0.234
47 H -5.806 0.354 1.789  0.205
48 H -7.983 1.327 2.407  0.221
49 H -9.360 2.461 0.699  0.224
50 H -8.546 2.643 -1.628  0.225
51 H -6.348 1.670 -2.244  0.236
52 H -2.568 -4.107 1.390  0.227
53 H 0.340 -1.706 -2.304  0.213
54 H -1.348 -1.440 -1.863  0.233
55 H -0.916 -3.587 -3.050  0.250
56 H -1.708 -3.818 -1.492  0.239
57 H -2.032 -6.459 -1.353  0.228
58 H -3.518 -7.470 0.326  0.227
59 H -2.893 -7.443 2.720  0.227
60 H -0.749 -6.426 3.419  0.224
61 H 0.740 -5.406 1.743  0.207
62 H -1.865 -1.783 3.188  0.241
63 H -0.753 -1.899 5.390  0.239
64 H 1.665 -2.375 5.529  0.237
65 H 2.980 -2.768 3.474  0.236
66 H 1.849 -2.714 1.263  0.242

## Properties
* charge: +1
* gap between HOMO and LUMO: 0.2189 hartree

(2)
Computed, not measured: the ion C4HN2O2S with charge -1, with ωB97M-V/def2-TZVPD.

Each line ends with the natural charge from an NBO analysis.
Geometry (Å):
1 C 1.822 0.863 -0.053  0.323
2 C 0.692 0.124 0.085  -0.585
3 C 0.552 -1.271 0.007  0.598
4 C -0.650 0.754 0.086  0.673
5 N 2.849 1.402 0.037  -0.412
6 N -1.711 -0.170 -0.026  -0.806
7 O 1.343 -2.155 0.108  -0.585
8 O -0.872 1.977 0.112  -0.679
9 S -1.536 -1.891 0.027  0.076
10 H -2.487 0.366 -0.384  0.398

## Properties
* charge: -1
* gap between HOMO and LUMO: 0.2834 hartree

(3)
Computed, not measured: a cluster of 2 separate species, C3H11NS2 in total, with ωB97M-V/def2-TZVPD.

Each line ends with the natural charge from an NBO analysis.
Geometry (Å):
1 C -1.975 1.876 0.472  -0.747
2 S -1.873 0.957 2.026  0.092
3 S -2.534 -0.939 1.582  -0.130
4 H -1.681 2.894 0.671  0.236
5 H -2.995 1.821 0.092  0.218
6 H -1.355 1.419 -0.298  0.220
7 H -3.734 -0.615 1.067  0.122
8 C 0.580 -0.822 -0.164  -0.623
9 C 1.881 -0.183 -0.681  -0.214
10 N 3.003 -1.125 -0.653  -0.831
11 H 0.101 -1.254 -1.048  0.200
12 H 0.787 -1.621 0.538  0.207
13 H -0.140 -0.137 0.274  0.211
14 H 1.744 0.177 -1.696  0.165
15 H 2.058 0.715 -0.099  0.170
16 H 2.631 -2.062 -0.553  0.350
17 H 3.502 -1.102 -1.531  0.355

## Properties
* gap between HOMO and LUMO: 0.3414 hartree

(4)
Computed, not measured: a structure of composition C13H16As2CrS5, with ωB97M-V/def2-TZVPD.

Each line ends with the Mulliken spin population.
Geometry (Å):
1 Cr 1.103 -9.962 10.499  4.140
2 C 4.020 -12.441 10.015  0.019
3 As 2.017 -12.038 9.621  -0.089
4 C 2.231 -13.036 7.907  0.039
5 C 1.296 -13.492 10.650  0.002
6 C 1.940 -14.795 10.655  -0.003
7 C 1.346 -15.827 11.417  0.000
8 C 0.280 -15.542 12.219  0.000
9 C -0.404 -14.344 12.142  -0.005
10 C 0.090 -13.313 11.348  0.005
11 As -0.588 -11.538 11.443  -0.122
12 C -2.439 -11.592 10.769  0.008
13 C -0.669 -11.170 13.407  0.033
14 H 4.569 -12.808 9.051  -0.001
15 H 4.121 -13.245 10.830  0.001
16 H 4.489 -11.474 10.265  0.001
17 H 2.747 -13.935 8.292  0.002
18 H 2.851 -12.349 7.295  -0.005
19 H 1.248 -13.181 7.404  0.001
20 H 2.829 -14.892 10.091  0.000
21 H 1.759 -16.862 11.323  0.000
22 H -0.002 -16.209 13.043  0.000
23 H -1.294 -14.250 12.698  -0.001
24 H -2.968 -12.518 11.125  -0.006
25 H -2.264 -11.699 9.716  0.006
26 H -3.014 -10.656 10.968  0.002
27 H 0.314 -11.042 13.805  -0.001
28 H -0.970 -12.017 13.973  -0.003
29 H -1.261 -10.338 13.820  0.000
30 S 4.446 -3.933 12.452  -0.004
31 C 3.579 -5.207 11.798  0.001
32 S 3.422 -5.750 10.117  0.004
33 C 2.742 -7.302 10.504  0.014
34 C 2.634 -7.630 11.866  0.032
35 S 2.164 -9.294 12.373  -0.025
36 S 2.752 -6.252 12.923  0.004
37 S 2.161 -8.374 9.241  -0.051

## Properties
* 2S+1: 5
* gap between HOMO and LUMO (alpha / beta): 0.2238 / 0.2184 hartree

(5)
Computed, not measured: an isolated molecule of C5H11NO, with ωB97M-V/def2-TZVPD.

Each line ends with the natural charge from an NBO analysis.
Geometry (Å):
1 C -0.957 -1.485 -0.427  -0.618
2 C -0.561 -0.024 -0.593  -0.044
3 C -1.436 0.872 0.295  -0.624
4 N 0.847 0.236 -0.247  -0.448
5 C 1.604 -0.677 0.588  -0.408
6 C 1.239 1.546 -0.319  0.537
7 O 0.761 2.404 -1.036  -0.610
8 H -0.803 -1.814 0.607  0.205
9 H -2.031 -1.576 -0.627  0.224
10 H -0.410 -2.144 -1.111  0.215
11 H -0.704 0.279 -1.636  0.216
12 H -1.103 1.908 0.226  0.237
13 H -2.480 0.835 -0.021  0.211
14 H -1.394 0.529 1.336  0.195
15 H 1.136 -0.799 1.570  0.187
16 H 1.714 -1.664 0.127  0.208
17 H 2.613 -0.277 0.719  0.214
18 H 2.065 1.779 0.366  0.104

## Properties
* gap between HOMO and LUMO: 0.3728 hartree

(6)
Computed, not measured: a cluster of 2 separate species, C3H9N2O2S in total, with ωB97M-V/def2-TZVPD.

Each line ends with the natural charge from an NBO analysis.
Geometry (Å):
1 C 0.372 -0.641 0.993  -0.633
2 C 0.641 1.674 -0.354  -0.643
3 C 0.816 0.148 -0.239  -0.087
4 N 0.297 -0.502 -1.339  -0.488
5 N -2.134 -0.045 -1.242  -1.100
6 O -3.701 -1.505 0.117  -1.008
7 O -3.008 0.700 1.119  -0.986
8 S -3.291 -0.102 -0.099  1.840
9 H 0.755 -0.481 1.926  0.192
10 H -0.709 -0.444 1.208  0.235
11 H 0.420 -1.724 0.886  0.212
12 H -0.336 1.875 0.237  0.245
13 H 0.375 1.953 -1.366  0.211
14 H 1.449 2.352 -0.143  0.193
15 H 2.027 -0.053 -0.110  0.155
16 H 0.651 -0.026 -2.195  0.294
17 H -1.961 -0.946 -1.659  0.369

## Properties
* charge: -1
* gap between HOMO and LUMO (alpha / beta): 0.2441 / 0.2960 hartree

(7)
Computed, not measured: an isolated molecule of C2H2N2O2S, with ωB97M-V/def2-TZVPD.

Each line ends with the natural charge from an NBO analysis.
Geometry (Å):
1 C 0.966 0.911 -0.471  0.791
2 C -0.706 -0.325 0.148  0.156
3 H 2.748 1.143 -0.496  0.502
4 H 0.452 -0.814 1.874  0.398
5 N -0.201 0.667 -0.760  -0.509
6 N 0.447 -0.732 0.901  -0.309
7 O 2.064 1.279 -1.204  -0.619
8 O 1.572 0.113 0.556  -0.386
9 S -2.222 -0.908 0.297  -0.025

## Properties
* gap between HOMO and LUMO: 0.3276 hartree

(8)
Computed, not measured: an isolated molecule of C5H8N2, with ωB97M-V/def2-TZVPD.

Each line ends with the natural charge from an NBO analysis.
Geometry (Å):
1 C -2.302 -0.044 -0.224  -0.399
2 N -1.051 0.228 0.461  -0.361
3 C -0.473 -0.650 1.336  0.186
4 N 0.827 -0.695 1.233  -0.460
5 C 1.134 0.165 0.193  0.102
6 C 2.436 0.074 -0.530  -0.636
7 C 0.002 0.770 -0.256  -0.117
8 H -2.100 -0.713 -1.071  0.198
9 H -3.008 -0.535 0.448  0.212
10 H -2.739 0.881 -0.605  0.208
11 H -1.067 -1.241 2.023  0.192
12 H 3.208 -0.366 0.103  0.230
13 H 2.269 -0.608 -1.373  0.217
14 H 2.778 1.028 -0.938  0.217
15 H -0.167 1.491 -1.045  0.212

## Properties
* gap between HOMO and LUMO: 0.3460 hartree

(9)
Computed, not measured: a structure of composition C25H29Cl3MnN5O2S2, with ωB97M-V/def2-TZVPD.

Each line ends with the Mulliken spin population.
Geometry (Å):
1 Mn 0.370 -1.879 -0.122  0.981
2 C 3.327 -1.236 1.675  0.006
3 C 2.654 0.138 1.408  -0.002
4 N 1.203 0.020 1.300  0.003
5 C 0.486 0.372 2.514  -0.001
6 C 0.767 -0.577 3.668  0.000
7 S 0.241 -2.302 3.348  0.000
8 C 1.823 -3.216 3.470  0.001
9 C 2.455 -3.508 2.111  0.001
10 N 2.473 -2.339 1.246  0.004
11 H 3.541 -1.346 2.741  0.001
12 H 4.284 -1.249 1.138  -0.001
13 H 3.041 0.514 0.462  0.001
14 H 2.929 0.846 2.204  -0.001
15 H 0.867 0.612 0.538  -0.005
16 H -0.584 0.350 2.296  0.000
17 H 0.758 1.391 2.850  0.000
18 H 0.209 -0.241 4.543  0.000
19 H 1.826 -0.582 3.910  0.000
20 H 1.579 -4.152 3.970  0.000
21 H 2.486 -2.647 4.120  0.000
22 H 1.840 -4.261 1.609  -0.001
23 H 3.462 -3.931 2.279  0.000
24 H 2.734 -2.623 0.296  -0.005
25 C -1.368 -3.165 -3.014  0.001
26 C -0.272 -2.236 -3.413  0.001
27 C -0.173 -1.740 -4.715  -0.001
28 C 0.861 -0.852 -4.965  0.000
29 N 1.770 -0.540 -4.069  -0.001
30 C 1.637 -1.085 -2.851  -0.001
31 S 2.815 -0.798 -1.682  0.009
32 N 0.610 -1.893 -2.486  0.002
33 H -1.907 -3.526 -3.888  0.000
34 H -2.057 -2.650 -2.342  0.000
35 H -0.948 -4.001 -2.457  0.000
36 H -0.887 -2.013 -5.479  0.000
37 H 0.961 -0.368 -5.934  0.000
38 Cl 0.099 -4.150 -0.038  -0.004
39 Cl 0.061 3.494 1.173  0.000
40 C 0.338 2.961 -0.460  0.000
41 C 1.666 2.821 -0.830  0.000
42 C 2.004 2.415 -2.102  0.000
43 C 0.999 2.160 -3.019  0.000
44 C -0.313 2.276 -2.629  -0.001
45 Cl -1.539 1.879 -3.787  0.000
46 C -0.712 2.670 -1.335  -0.001
47 N -2.060 2.726 -1.074  0.001
48 C -2.689 2.716 0.188  0.001
49 C -2.787 3.896 0.916  0.000
50 C -3.417 3.914 2.146  0.000
51 C -3.971 2.748 2.649  0.000
52 C -3.935 1.588 1.898  0.000
53 C -3.320 1.552 0.651  0.000
54 C -3.328 0.289 -0.155  0.004
55 C -1.933 -0.380 -0.152  -0.013
56 O -1.710 -1.230 0.733  0.001
57 O -1.098 -0.044 -1.017  0.017
58 H 2.427 3.026 -0.094  0.000
59 H 3.032 2.263 -2.376  0.000
60 H 1.242 1.830 -4.016  0.000
61 H -2.561 2.162 -1.755  0.000
62 H -2.348 4.796 0.510  0.000
63 H -3.485 4.837 2.707  0.000
64 H -4.449 2.749 3.619  0.000
65 H -4.387 0.684 2.284  0.000
66 H -3.606 0.489 -1.194  0.000
67 H -4.032 -0.424 0.277  0.000

## Properties
* charge: -1
* 2S+1: 2
* gap between HOMO and LUMO (alpha / beta): 0.2634 / 0.2634 hartree

(10)
Computed, not measured: an isolated molecule of C3H5NO3, with ωB97M-V/def2-TZVPD.

Each line ends with the natural charge from an NBO analysis.
Geometry (Å):
1 N 0.999 1.323 0.158  -0.823
2 C 0.077 0.775 0.994  0.635
3 O -0.527 1.406 1.841  -0.589
4 C -0.138 -0.737 0.835  -0.178
5 O -1.095 -1.018 -0.206  -0.479
6 C -0.697 -0.881 -1.468  0.660
7 O 0.413 -0.590 -1.846  -0.615
8 H 1.237 0.841 -0.706  0.423
9 H 1.073 2.329 0.156  0.400
10 H 0.794 -1.271 0.632  0.206
11 H -0.592 -1.109 1.754  0.227
12 H -1.542 -1.069 -2.143  0.134

## Properties
* gap between HOMO and LUMO: 0.4002 hartree

(11)
Computed, not measured: the ion C8H10BO4 with charge -1, with ωB97M-V/def2-TZVPD.

Each line ends with the natural charge from an NBO analysis.
Geometry (Å):
1 B 0.345 -2.051 0.345  0.909
2 C -0.948 -1.838 -0.526  0.013
3 C -0.575 0.531 -0.100  0.045
4 C -2.070 -1.978 -1.192  -0.555
5 C -1.309 1.542 -0.525  -0.360
6 C 2.327 -0.773 -0.536  0.831
7 C 0.460 0.262 0.980  0.002
8 C -1.100 3.050 -0.232  -0.648
9 C 1.841 0.467 0.448  -0.547
10 O 1.646 -1.820 -0.624  -0.638
11 O 3.382 -0.559 -1.095  -0.689
12 O 0.343 -1.033 1.470  -0.725
13 O 0.416 -3.295 0.939  -0.919
14 H -2.570 -1.008 -1.337  0.209
15 H -2.463 -2.844 -1.604  0.200
16 H -2.340 1.421 -0.937  0.186
17 H 0.250 0.899 1.939  0.168
18 H -0.484 3.211 0.758  0.201
19 H -1.986 3.764 -0.275  0.201
20 H -0.437 3.585 -1.003  0.203
21 H 2.427 0.262 1.376  0.212
22 H 2.142 1.368 -0.073  0.225
23 H 0.704 -3.163 1.805  0.475

## Properties
* charge: -1
* gap between HOMO and LUMO (alpha / beta): 0.2786 / 0.2788 hartree

(12)
Computed, not measured: a cluster of 2 separate species, FH3N2O2S in total, with ωB97M-V/def2-TZVPD.

Each line ends with the natural charge from an NBO analysis.
Geometry (Å):
1 N -1.238 0.648 -0.615  -0.279
2 N -1.664 -0.400 -0.139  -0.316
3 O 3.040 0.043 -0.293  -0.873
4 O 1.271 -1.212 0.611  -0.951
5 F 0.950 1.222 0.354  -0.540
6 S 1.641 -0.066 -0.497  1.824
7 H 0.424 -1.363 1.167  0.538
8 H -1.802 1.570 -0.607  0.302
9 H -2.623 -0.442 0.019  0.296

## Properties
* gap between HOMO and LUMO: 0.3624 hartree

Looking at total energy for the records above, in order, we have -3817.2318 -811.2641 -972.0016 -8011.8448 -327.1055 -777.7774 -735.5045 -304.8187 -4722.3873 -397.8114 -636.6523 -759.7389 hartree.